{
  "formula": "C29H77N3O9",
  "method": "the ωB97M-V functional and the def2-TZVPD basis",
  "smiles": "CC1(C)CCCC(C)(C)N1O.COC[C@H](C)N.COC[C@H](C)N.CCO.CCO.CCO.CCO.CCO.CCO",
  "lumo_energy_ev": 0.331,
  "e_homo_ha": -0.301,
  "total_energy_ev": -54211.35782,
  "species": ["O", "H", "O", "N", "H", "C", "C", "H", "H", "H", "H", "H", "H", "C", "H", "H", "C", "H", "H", "H", "H", "H", "O", "H", "C", "C", "O", "H", "H", "C", "H", "C", "H", "H", "H", "H", "H", "H", "H", "H", "C", "C", "C", "H", "H", "C", "H", "H", "O", "H", "H", "H", "H", "C", "H", "H", "H", "C", "H", "H", "H", "C", "H", "H", "H", "H", "H", "H", "H", "H", "C", "H", "H", "C", "H", "H", "O", "N", "H", "H", "C", "H", "H", "O", "H", "H", "C", "H", "H", "H", "C", "H", "H", "H", "C", "C", "C", "H", "O", "H", "H", "C", "C", "H", "C", "C", "O", "H", "H", "H", "H", "H", "C", "H", "H", "C", "H", "N"],
  "xyz": [[-1.5954, -5.1790, -2.7232], [-1.6220, -10.3063, -2.3223], [2.4080, -0.0198, -5.4316], [-1.5812, -6.5927, -2.5812], [-2.0821, -0.7551, 6.9021], [-1.9948, -2.0884, 8.5747], [-0.6275, -8.7247, -3.1670], [-2.4448, -8.8410, -0.7057], [-1.9825, 6.5043, 9.2549], [0.8488, 0.1390, -7.1319], [2.5162, -0.9579, -5.2586], [-4.2985, 6.9228, -4.0808], [-3.2229, -5.4038, -0.7410], [-1.5354, -7.1577, -5.0980], [-2.2049, 3.3188, 1.2785], [3.3687, -7.9021, 4.0848], [5.6297, 0.6152, 2.3506], [-3.0024, -1.8493, 8.9148], [-1.1320, 9.3443, 1.1506], [5.9637, 1.9663, 6.5697], [-0.1539, 5.9370, -5.4443], [-4.4849, 7.2048, 6.8353], [-2.2242, 6.2426, -4.1787], [-0.1860, 9.0002, -5.3675], [-2.6139, 5.6893, 8.9010], [3.0425, -6.5943, 2.4096], [-0.3361, 0.5678, 1.1504], [3.0519, -7.3178, 1.5944], [6.6708, 0.2953, 2.3090], [-3.9966, -6.9391, -3.1024], [-4.2332, -6.7129, -0.4125], [2.5841, -7.3338, 3.5852], [-0.9678, 1.7079, -0.4784], [2.7227, 1.5276, -6.6862], [5.0437, -6.4350, 2.2904], [-2.4804, 6.2821, -6.2624], [5.7294, 2.7812, 2.5504], [1.7164, 0.6621, -8.5278], [0.4202, 9.1339, 0.5667], [0.4868, 0.4106, 0.6816], [5.2475, 0.3569, 3.8422], [-2.9280, 5.8811, 7.4337], [-0.8470, -7.2935, -3.6487], [-3.5257, 5.0361, 7.0921], [4.5893, 2.2508, 1.3726], [-2.7330, -8.6242, -1.7343], [-1.2770, -1.5090, 9.1554], [0.4195, 7.9208, -4.0975], [4.3089, -5.8940, 2.5887], [-1.1656, 6.7546, -7.6027], [-4.0173, 5.2057, -4.5185], [-3.0411, 1.8289, 0.9541], [-0.9222, 11.8583, -0.1912], [0.2913, 8.0397, -5.1734], [1.0040, -6.4324, -2.6790], [-1.8276, -6.1127, -5.2007], [-0.7557, -7.3440, -5.8366], [5.3082, 1.5572, 5.8009], [-2.1380, 6.0243, 6.6965], [4.7365, 0.7432, 6.2466], [-0.1619, 2.6071, 0.7841], [-0.8831, 1.8100, 0.6035], [-3.5006, 5.7320, 9.5334], [1.7191, -1.1210, -7.8303], [-2.3946, -7.7945, -5.3085], [-4.1032, -7.6496, -3.9221], [0.5528, -5.6539, -4.1325], [1.3159, 8.2855, -5.4526], [4.7035, 2.3847, 5.4300], [2.2596, -6.5971, 4.3201], [-2.0275, 6.8318, -5.4374], [1.6350, 11.3998, 0.6480], [6.2060, 2.1815, 0.9540], [0.6222, -6.6423, -3.6781], [-0.2699, 8.0180, -7.3701], [5.3993, -0.6724, 4.1669], [1.0198, 11.6386, -0.0493], [-0.2637, 7.0176, -7.2318], [-2.4888, -3.8746, 8.1611], [-3.9326, 5.8771, -2.8936], [-2.0948, 2.2349, 1.3115], [1.7360, -7.9904, 3.3909], [-0.7821, -1.9975, 6.8739], [-1.8829, -3.4577, 8.7781], [5.3922, -0.1476, 0.6844], [-2.5914, -6.7253, 0.1737], [-0.4370, 9.7956, 0.4426], [-1.2289, -4.9536, -1.8651], [4.2089, 0.6592, 3.9762], [-0.9278, 9.4603, -0.4711], [-2.9042, -7.1140, -2.0864], [-3.7310, -9.0431, -1.6059], [-3.9027, -5.9750, -3.6021], [-2.0768, 4.7410, 8.9229], [-2.0166, -9.4078, -2.7967], [-0.2495, 11.3086, 0.4670], [-3.2043, -6.4927, -0.6972], [-0.0316, -8.7195, -2.2543], [-3.6354, 7.1737, 7.2813], [-2.4622, -2.3830, 6.4941], [-2.5397, 7.7934, -5.4719], [-0.5357, 6.8992, -5.7855], [-3.6585, 6.0528, -3.9338], [0.0260, -9.2195, -3.8854], [5.5558, 2.0004, 1.8099], [1.7643, -0.0403, -7.6957], [6.1169, 1.0811, 4.7201], [3.8337, 0.2699, -6.8729], [2.3720, -5.7756, 2.1481], [-2.6310, -9.6018, -3.6759], [-1.9107, 1.9761, 2.3543], [1.3636, -7.3106, -4.1160], [2.7699, 0.4388, -6.7059], [-0.3728, 11.5563, 1.5213], [-4.9015, -6.9344, -2.4947], [-1.8178, -1.7856, 7.1392], [5.1550, -1.2171, 1.9303], [4.8985, -0.3177, 1.5489]],
  "forces_ev_per_a": [[-0.2665, -0.4558, -0.2657], [-0.7984, -0.6815, -0.3370], [-0.1719, 0.4633, 1.5315], [-0.0318, -1.2894, 1.1680], [0.2927, 0.1694, 0.0335], [-1.2446, 0.4641, 0.2163], [-1.6793, 0.3252, 0.0863], [1.2577, 0.5370, -0.1206], [0.2492, -0.1398, -0.0271], [-0.3829, 0.1595, -0.1883], [0.2462, -0.0278, -0.5939], [0.4277, 0.4534, -0.9321], [0.1041, 0.2156, -0.2064], [1.2752, 0.1700, 1.2368], [0.0853, 0.0528, -0.1117], [0.1114, -0.1736, -0.2872], [1.1605, -0.8544, 2.3934], [-0.1216, 0.7817, 0.0729], [-0.2275, 0.7430, 0.6547], [0.1342, -0.0808, -0.0387], [0.2190, -0.0795, 0.0528], [0.1049, -0.7773, -0.0580], [-1.8854, -0.1128, 0.5973], [-0.5297, 0.0757, 0.2212], [0.7889, 0.4338, -0.7695], [1.0120, 0.7531, -1.4510], [-0.7938, 0.8355, -0.2618], [0.4618, 0.3368, -0.5467], [0.5694, 0.3472, 0.2086], [-1.0158, 0.9497, 0.2146], [-0.0887, -0.3762, -0.0242], [-0.4728, 0.1761, 2.1925], [-0.3175, -0.0064, -0.0755], [-0.2677, 0.0967, 0.3316], [-0.0981, -0.1917, 0.0289], [-0.3031, -0.6929, 0.0411], [0.3481, -0.1593, 0.1016], [0.1227, -0.8068, -0.6106], [0.6075, 0.6976, -0.1032], [0.1041, -0.1049, 0.0181], [0.7436, 1.1010, -0.6403], [-1.8706, 1.6420, -0.6894], [0.9157, 1.0649, -0.2547], [-0.2783, 0.0837, -0.1282], [-0.4904, -0.3477, 0.2772], [-1.0881, 0.1692, -0.3613], [0.0779, -0.4512, 0.2902], [-0.5262, 0.1008, 0.2221], [-0.6606, -0.5075, -0.0027], [-0.0077, -0.3851, -1.1136], [-0.0536, 0.0869, -0.1633], [0.1305, -0.3552, 0.1264], [-0.4479, -0.2885, 0.4220], [-0.3566, 0.5061, 1.5441], [-0.4011, -0.2667, 0.3177], [-0.0954, 0.0008, -0.0535], [-0.0852, -0.1207, -0.1487], [1.1709, 0.3276, -0.1150], [0.6951, -0.5481, 0.6821], [-0.2862, 0.0797, -0.0449], [0.4060, -0.0243, -0.1115], [1.9489, -0.5646, -0.4995], [-0.1023, -0.4544, -0.2924], [0.5383, 0.1171, -0.7877], [0.1489, -0.0816, 0.3014], [0.3345, -0.4250, 0.4366], [0.3049, -0.1999, -0.4759], [0.1176, -1.1003, -0.9281], [-0.4899, -0.1388, 0.1520], [-0.1350, -0.1346, 0.3240], [0.4055, 0.7048, -0.2983], [0.4187, 0.0299, -0.1912], [0.5058, -0.2397, 0.2025], [-1.4384, 0.1535, 0.1332], [0.2824, 0.3292, -0.5137], [-0.4241, -0.4458, -0.6789], [0.5224, 0.3412, 0.4022], [-1.3519, -0.0684, 0.5055], [0.0139, -0.1531, 0.0200], [1.0656, -0.5106, 0.2644], [-1.1121, 0.2024, 0.7707], [0.0478, 0.0108, -0.2047], [-0.0163, 0.1564, -0.2629], [0.9035, -1.3299, 0.6683], [-0.4753, -1.0333, -0.8447], [0.4525, -0.5182, -0.5479], [-1.4333, -1.4240, -0.8225], [0.1154, 0.5356, -0.0681], [-0.1636, -0.0682, 0.1251], [0.3810, 0.1234, -0.5140], [2.2225, -1.1165, 0.9614], [-0.5632, 0.1127, -0.6162], [-0.0801, 0.2215, 0.2222], [-0.0189, -0.0572, 0.7193], [2.7494, -0.2010, 0.0139], [0.1375, -1.1232, 0.1861], [-0.9990, 1.4397, -0.5403], [-0.0642, 0.3150, 0.2021], [0.4330, -0.1842, 0.5608], [-0.0816, -0.2536, 0.0842], [0.1755, 0.5274, 0.0563], [1.7839, 0.2359, 0.2525], [0.5385, -0.0716, 0.2026], [-0.5685, -0.4687, -0.3058], [-0.7871, 1.3981, -0.2678], [-0.9217, 0.4705, 0.5424], [-0.9899, 0.3882, 0.2226], [0.0728, -0.5772, -0.4745], [-0.2639, -0.2582, -0.0585], [0.1006, -0.1418, 0.0866], [-0.4308, -0.0413, 0.1543], [-0.2306, 0.1416, -0.5345], [0.7604, 0.1065, 0.2555], [0.0413, 0.8961, -0.0416], [-0.4810, -0.0035, -0.5148], [0.1779, 0.6172, -1.1259], [-0.1010, -0.5178, -0.5691], [-0.4543, 0.2376, -0.4965]],
  "mulliken_charge": [-0.45, 0.38, -0.53, 0.17, 0.29, -0.18, -1.27, 0.48, 0.28, 0.29, 0.30, 0.31, 0.48, -1.58, 0.31, 0.29, 0.68, 0.25, 0.33, 0.25, 0.20, 0.28, -0.30, 0.38, -0.91, -0.18, -0.53, 0.27, 0.23, -1.75, 0.44, -0.91, 0.30, 0.23, 0.29, 0.30, 0.30, 0.31, 0.32, 0.29, -0.80, -0.18, 1.37, 0.27, 0.38, -1.24, 0.27, 0.35, -0.52, 0.27, 0.30, 0.27, 0.28, -1.50, 0.41, 0.39, 0.43, -0.72, 0.25, 0.31, 0.22, -0.14, 0.26, 0.29, 0.26, 0.28, 0.39, 0.40, 0.30, 0.24, -0.63, 0.30, 0.36, -1.82, 0.31, 0.31, -0.51, -0.69, 0.29, 0.29, -0.99, 0.31, 0.26, -0.51, 0.27, 0.39, -0.91, 0.36, 0.42, 0.20, 1.74, 0.39, 0.34, 0.30, -0.68, -0.24, -2.02, 0.41, -0.55, 0.36, 0.34, 0.46, -0.79, 0.49, -1.48, -0.91, -0.34, 0.28, 0.21, 0.33, 0.28, 0.42, -0.26, 0.22, 0.47, -1.04, 0.24, -0.72]
}